P.
Entry from the Open Molecules 2025 dataset: a single C6H8 molecule (ωB97M-V with the def2-TZVPD basis set).

Structure (ORCA input):
```
! RIJCOSX wB97M-V def2-TZVPD def2/J DEFGRID3
* xyz 0 1
C -1.5579 -0.2721 0.0614
C -0.3121 -0.4750 -0.4115
C 0.7019 0.9916 1.5344
C -0.2775 1.6667 0.7001
C 0.6547 0.6371 0.0813
C 0.0291 -1.5815 -1.3660
H -2.3476 -0.9215 0.1663
H 1.5468 1.6899 1.6659
H 0.4236 0.4095 2.4901
H -0.8387 2.5411 0.4162
H 1.5604 0.9538 -0.4431
H 0.5772 -1.2178 -2.2517
H -0.9192 -2.0719 -1.7293
H 0.7592 -2.3500 -0.9141
*
```

The HOMO energy (spin up / spin down) is -7.950 / -8.402 eV.

=====

Q.
Entry from the Open Molecules 2025 dataset: 4 unconnected molecules or ions with the total composition C6H8 (ωB97M-V with the def2-TZVPD basis set).

Structure (ORCA input):
```
! RIJCOSX wB97M-V def2-TZVPD def2/J DEFGRID3
* xyz 0 1
C -2.8730 0.0398 0.1119
C -1.4072 -0.2045 -0.1278
C -0.2665 -0.3848 -0.4407
C 1.1250 -0.4145 -0.6392
C 1.7623 0.8705 -0.0891
C 2.0319 -0.5037 0.5323
H -3.6521 0.8532 -1.1034
H -3.4026 -1.3234 0.3880
H -2.8636 0.9745 1.2785
H 1.4960 -0.9675 -1.5075
H 2.5294 1.3147 -0.6567
H 1.0275 1.5497 0.4520
H 1.4532 -0.8623 1.4480
H 3.0396 -0.9416 0.3536
*
```

The HOMO energy is -8.862 eV.

=====

Relative to the most stable one, in kJ/mol, the structures come out at P 0.0; Q 164.4.

=====

P.
Entry from the Open Molecules 2025 dataset: a single C6H8 molecule (ωB97M-V with the def2-TZVPD basis set).

Structure (ORCA input):
```
! RIJCOSX wB97M-V def2-TZVPD def2/J DEFGRID3
* xyz 0 1
C 1.3256 -0.4590 -0.0346
C 1.1709 0.8665 -0.1010
C -0.3068 1.0732 0.0786
C -0.7163 -0.2984 -1.0385
C -0.0778 -0.9817 0.1956
C -0.7231 0.0517 1.1287
H 2.1369 -1.0663 -0.4119
H 1.8794 1.6137 -0.4428
H -0.6153 2.1235 0.2159
H -0.0717 -0.1849 -1.9074
H -1.6297 -0.8260 -1.3841
H -0.2209 -2.0407 0.4083
H -1.8177 -0.0095 1.1429
H -0.3336 0.1379 2.1502
*
```

The SMILES is C1=C[C@H]2C[C@@H]1C2. The HOMO energy is -8.767 eV.

=====

Q.
Entry from the Open Molecules 2025 dataset: a single C6H8 molecule (ωB97M-V with the def2-TZVPD basis set).

Structure (ORCA input):
```
! RIJCOSX wB97M-V def2-TZVPD def2/J DEFGRID3
* xyz 0 1
C 0.2738 -0.6754 -1.7362
C 0.7900 -0.2555 -0.5688
C 2.3785 -0.3035 -0.5159
C -0.2337 0.1388 0.4555
C -1.2910 0.4302 0.9968
C -2.4278 0.7720 1.8731
H -0.7444 -0.9837 -1.9886
H 0.9705 -0.8040 -2.6185
H 2.6491 -1.2858 -0.0657
H 2.8663 0.2971 0.2076
H 2.6270 -0.2544 -1.5175
H -3.2682 0.3473 1.2949
H -2.5366 1.9319 2.0202
H -2.4288 0.3749 2.9669
*
```

The SMILES is C=C(C)C#CC. The HOMO energy is -8.650 eV.

=====

Relative to the most stable one, in kJ/mol, the structures come out at P 0.0; Q 14.3.